No. 1
This record from OMol25 describes C25H45IN3O2PSbTi as an isolated structure. The level of theory is ωB97M-V/def2-TZVPD.

Output
HOMO energy (spin up / spin down) ... -13.9 / -14.1 eV
Expectation value of S² ... 0.756
F_max ... 0.01329 hartree/bohr
Gap between HOMO and LUMO (spin up / spin down) ... 7.788 / 8.291 eV

Structure (ORCA input):
```
! RIJCOSX wB97M-V def2-TZVPD def2/J DEFGRID3
* xyz 2 2
I 1.196 1.171 1.256
Sb -0.844 -2.583 -0.741
Ti 0.082 0.115 -0.877
P -1.631 2.057 -0.614
O 1.404 -0.034 -2.324
O -0.624 0.517 -2.846
N -3.147 3.892 0.737
N -3.738 3.524 -1.589
N -1.735 4.797 -1.034
C -1.798 -2.556 1.227
C -2.352 -3.075 -2.236
C -0.123 0.151 -5.645
C -3.568 -2.194 -1.959
C -1.778 -2.720 -3.606
C 2.515 -0.438 -6.352
C 1.124 -4.289 -2.271
C -4.236 3.753 -0.231
C 0.527 0.181 -3.267
C -2.418 2.643 0.952
C -0.719 -2.663 2.300
C -2.737 -4.550 -2.180
C -2.455 -1.177 1.319
C 0.866 0.016 -4.670
C -0.786 3.635 -1.088
C -2.917 4.605 -2.007
C -3.095 2.215 -1.738
C 2.185 -0.281 -5.017
C 1.976 -3.407 -0.107
C 1.528 -0.305 -7.323
C 0.371 -5.347 -0.116
C 0.777 -4.049 -0.806
C -2.305 4.983 0.389
C 0.212 -0.014 -6.975
C -2.821 -3.670 1.415
H 0.191 -5.218 0.951
H -3.304 -1.131 -1.962
H -0.237 -3.640 2.309
H -1.694 -0.393 1.193
H 1.771 -3.128 0.925
H 1.360 -3.361 -2.798
H -4.055 -2.435 -1.015
H -1.907 -5.208 -2.439
H -1.450 5.071 1.058
H 0.339 -4.813 -2.816
H -0.397 3.556 -2.104
H -1.232 5.648 -1.294
H -3.814 1.432 -1.492
H -0.861 -3.263 -3.834
H -4.309 -2.346 -2.751
H 2.799 -4.129 -0.090
H 3.533 -0.664 -6.636
H -3.646 -3.608 0.705
H -2.485 4.434 -2.992
H -1.646 2.765 1.714
H -3.466 5.546 -1.995
H -3.528 -4.734 -2.915
H 2.334 -2.525 -0.643
H -3.109 1.876 1.305
H 0.055 -1.898 2.209
H 1.190 -6.067 -0.217
H -4.832 4.666 -0.223
H -1.584 -1.649 -3.692
H 2.935 -0.383 -4.245
H -3.126 -4.848 -1.207
H 0.044 3.816 -0.406
H -0.512 -5.801 -0.568
H -2.862 5.918 0.366
H -2.371 -4.660 1.334
H -2.897 -1.050 2.313
H -4.874 2.922 0.061
H -2.509 -2.984 -4.377
H -1.186 -2.529 3.281
H -3.255 -3.595 2.418
H -0.546 0.082 -7.740
H 2.020 -4.917 -2.310
H -3.237 -1.032 0.572
H -1.140 0.377 -5.351
H -2.775 2.052 -2.767
H 1.790 -0.432 -8.366
*
```

Mulliken population analysis, charges in e, atoms 1 to 8: -0.30 1.87 -0.60 1.88 -0.90 -0.34 0.15 0.20

***

No. 2
This record from OMol25 describes CH2NO4S as an isolated structure. The level of theory is ωB97M-V/def2-TZVPD.

Output
HOMO energy (spin up / spin down) ... -4.2 / -4.2 eV
F_max ... 0.13868 hartree/bohr
Energy above the lowest of the compared OMol25 structures with the same formula, charge and spin ... 4.989 eV
Gap between HOMO and LUMO (spin up / spin down) ... 8.167 / 8.166 eV

Structure (ORCA input):
```
! RIJCOSX wB97M-V def2-TZVPD def2/J DEFGRID3
* xyz -1 1
S -1.630 0.117 -0.060
O 1.500 1.477 0.991
O 1.361 1.172 -1.186
O -2.160 -0.548 1.109
O -1.961 -0.732 -1.212
N 1.171 0.848 -0.024
C 0.478 -0.354 0.194
H 0.661 -1.243 -0.929
H 0.581 -0.738 1.117
*
```

natural (NBO) population analysis, charges in e, atoms 1 to 8: 1.57 -0.48 -0.45 -1.01 -1.00 0.47 -0.48 0.20

***

No. 3
This record from OMol25 describes C27H31Br2N6O3V as an isolated structure. The level of theory is ωB97M-V/def2-TZVPD.

Output
HOMO energy (spin up / spin down) ... -15.7 / -15.7 eV
Expectation value of S² ... 0.782
F_max ... 0.05880 hartree/bohr
Energy above the lowest of the compared OMol25 structures with the same formula, charge and spin ... 0.291 eV
Gap between HOMO and LUMO (spin up / spin down) ... 5.828 / 6.395 eV

Structure (ORCA input):
```
! RIJCOSX wB97M-V def2-TZVPD def2/J DEFGRID3
* xyz 3 2
Br -1.935 -4.328 0.524
Br -2.829 -3.243 5.999
V 0.217 0.017 0.533
O 0.812 -0.416 -1.041
O -0.656 -1.454 0.695
O -1.098 1.327 0.175
N -0.461 0.097 2.622
N 4.390 3.583 2.781
N -2.790 2.584 -0.473
N 3.939 1.435 2.004
N 1.729 0.916 1.189
N 5.884 1.861 3.092
C 2.797 1.215 1.608
C -2.272 -3.546 3.261
C -2.832 0.199 -1.098
C 5.217 -1.768 -3.083
C -5.170 1.958 -1.035
C -5.026 0.927 -2.158
C -0.783 0.747 4.896
C 4.729 2.310 2.634
C -3.577 0.514 -2.404
C -2.162 -2.701 4.336
C -0.330 0.984 3.596
C 1.289 -1.239 -1.921
C -4.089 3.027 -1.031
C 3.536 -0.212 -2.276
C -1.552 -1.418 4.199
C 6.650 -2.089 -3.319
C -1.185 -1.955 1.837
C -1.073 -1.079 2.927
C -2.229 1.407 -0.449
C 1.867 -3.439 -3.662
C 2.541 -1.236 -2.498
C 4.224 -2.675 -3.468
C 4.841 -0.523 -2.538
C 2.895 -2.440 -3.217
C 3.160 1.199 -1.939
C -1.779 -3.178 1.992
C -1.388 -0.450 5.207
H 2.354 1.289 -1.218
H 4.516 -3.581 -3.985
H 0.142 1.924 3.339
H -2.246 3.316 -0.032
H -3.554 -0.370 -3.041
H -3.919 3.425 -2.034
H 2.275 -4.053 -4.461
H 7.313 -1.455 -2.735
H 6.891 -1.941 -4.377
H -5.195 1.476 -0.054
H -1.739 -0.650 6.211
H 3.547 3.953 2.376
H 5.609 0.223 -2.373
H 0.965 -2.959 -4.036
H -2.741 -4.512 3.383
H -3.511 -0.275 -0.382
H -2.019 -0.505 -1.273
H 6.107 0.882 3.019
H -6.126 2.471 -1.142
H 6.544 2.461 3.564
H 4.026 1.758 -1.588
H -3.040 1.297 -2.945
H -5.616 0.046 -1.903
H 1.592 -4.121 -2.853
H -0.654 1.511 5.649
H -5.441 1.325 -3.085
H -4.398 3.856 -0.398
H 4.995 4.233 3.260
H 0.598 -2.035 -2.191
H 2.821 1.677 -2.862
H 6.854 -3.137 -3.101
*
```

natural (NBO) population analysis, charges in e, atoms 1 to 8: 0.18 0.19 1.49 -0.58 -0.49 -0.65 -0.48 -0.73

***

No. 4
This record from OMol25 describes one molecule with the formula C16H18N4O3S2. The level of theory is ωB97M-V/def2-TZVPD.

Output
HOMO energy ... -8.3 eV
SMILES string ... COCCSc1nnc(NC(=O)[C@@H]2CC(=O)N(c3ccccc3)C2)s1
F_max ... 0.29489 hartree/bohr
Energy above the lowest of the compared OMol25 structures with the same formula, charge and spin ... 12.489 eV
Gap between HOMO and LUMO ... 8.618 eV

Structure (ORCA input):
```
! RIJCOSX wB97M-V def2-TZVPD def2/J DEFGRID3
* xyz 0 1
S -2.419 1.952 -1.641
S -4.708 -0.052 -1.590
O -5.440 -2.048 1.860
O 1.948 3.249 0.023
O 4.836 0.776 1.917
N 0.050 2.204 -0.644
N -2.380 -0.122 -0.036
N 3.039 -0.114 0.744
N -1.319 0.730 0.210
C -1.165 1.666 -0.644
C 1.194 1.200 1.386
C 1.175 2.468 0.318
C 5.245 -0.844 -0.402
C 2.476 1.275 2.263
C 3.028 -2.005 -0.670
C 3.849 -2.846 -1.588
C -4.876 -1.677 -0.516
C 3.748 -1.047 -0.280
C 1.596 -0.092 0.391
C -5.218 -1.092 1.028
C 3.545 0.575 1.696
C -4.446 -2.899 2.411
C -3.195 0.504 -1.033
C 5.857 -1.566 -1.450
C 5.150 -2.735 -1.667
H 2.706 2.416 2.287
H -5.759 -2.180 -0.750
H 5.684 -0.241 0.096
H 1.358 -0.005 -0.512
H 6.956 -1.426 -1.387
H -4.722 -3.570 3.099
H 0.335 1.129 1.600
H 0.003 3.183 -0.915
H -4.165 -3.546 1.550
H 5.683 -3.496 -2.368
H -3.854 -2.182 2.982
H -6.091 -0.512 1.179
H 2.101 -2.156 -0.730
H 3.372 -3.815 -2.058
H 1.116 -1.048 0.979
H -4.560 -0.349 1.575
H 2.271 1.268 3.251
H -4.057 -2.185 -0.213
*
```

natural (NBO) population analysis, charges in e, atoms 1 to 8: 0.46 0.29 -0.55 -0.51 -0.68 -0.67 -0.27 -0.40

***

No. 5
This record from OMol25 describes C31H42BrINO2SiTeV as an isolated structure. The level of theory is ωB97M-V/def2-TZVPD.

Output
HOMO energy (spin up / spin down) ... -3.1 / -3.3 eV
Expectation value of S² ... 0.824
F_max ... 0.03366 hartree/bohr
Gap between HOMO and LUMO (spin up / spin down) ... 5.284 / 5.509 eV

Structure (ORCA input):
```
! RIJCOSX wB97M-V def2-TZVPD def2/J DEFGRID3
* xyz -1 2
I 2.998 4.443 0.103
Te 1.642 -1.778 0.421
Br 2.752 1.064 -2.568
V 0.891 1.395 0.342
Si -1.744 1.392 0.269
O 1.313 1.056 2.193
O 2.959 1.058 3.719
N 2.878 1.037 0.160
C -1.461 1.608 -2.576
C 3.699 1.042 -0.917
C -2.444 -0.439 0.519
C -0.948 -5.950 0.526
C 5.695 1.075 0.394
C 5.306 -2.784 -1.707
C 4.907 -2.991 -3.019
C -2.455 2.500 1.728
C -2.056 -1.299 -0.696
C -3.957 -0.593 0.732
C 0.466 -4.326 1.597
C 2.635 -2.507 -2.402
C 4.367 -2.459 -0.738
C -1.755 -1.087 1.740
C 5.052 1.047 -0.879
C 3.516 1.054 1.406
C -3.833 1.772 -1.842
C 3.570 -2.854 -3.366
C -3.925 2.914 1.582
C -1.620 3.778 1.897
C 0.553 -3.602 0.413
C -2.388 2.112 -1.456
C -2.310 1.733 3.053
C -0.133 -4.054 -0.710
C -0.284 -5.492 1.655
C 3.026 -2.324 -1.079
C 4.890 1.089 1.522
C -2.271 3.643 -1.484
C -0.869 -5.228 -0.658
C 1.136 3.375 -0.244
C 2.593 1.064 2.559
H -4.244 3.454 2.486
H -2.288 -2.353 -0.488
H -4.542 -0.195 -0.095
H -4.094 2.285 -2.779
H -0.111 -3.480 -1.629
H -0.583 3.544 2.152
H 0.989 -3.977 2.480
H -1.264 3.985 -1.235
H -1.618 4.412 1.008
H -1.779 -2.181 1.650
H -4.591 2.059 1.460
H 3.257 -2.992 -4.394
H -1.300 1.335 3.186
H -4.549 2.096 -1.083
H -2.258 -0.828 2.672
H -1.779 2.029 -3.540
H -4.294 -0.106 1.648
H 0.424 4.073 0.186
H 6.350 -2.873 -1.434
H -4.205 -1.661 0.826
H -2.031 4.372 2.724
H -0.427 1.926 -2.410
H 5.302 1.124 2.522
H -0.347 -6.044 2.585
H 5.640 -3.247 -3.776
H 1.603 -2.348 -2.689
H 4.681 -2.291 0.285
H -1.459 0.522 -2.674
H -2.970 4.130 -0.803
H -0.985 -1.237 -0.913
H -1.397 -5.572 -1.540
H -3.022 0.910 3.135
H -1.532 -6.861 0.570
H -2.510 2.417 3.889
H -0.713 -0.777 1.861
H 6.772 1.111 0.465
H 5.616 1.045 -1.801
H -4.087 3.584 0.737
H -3.985 0.706 -2.007
H -2.600 -1.018 -1.598
H 1.036 3.437 -1.333
H -2.498 4.005 -2.496
*
```

Mulliken population analysis, charges in e, atoms 1 to 8: -0.25 0.72 -0.10 -0.39 -0.36 -0.45 -0.78 0.50

***

No. 6
This record from OMol25 describes a 5-piece molecular cluster, C20H52N2O13S4 overall. The level of theory is ωB97M-V/def2-TZVPD.

Output
HOMO energy ... -8.6 eV
SMILES string ... CCOS(C)(=O)=O.CCOS(C)(=O)=O.CCOS(C)(=O)=O.CCOS(C)(=O)=O.NCCCCCCOCCN
F_max ... 0.00196 hartree/bohr
Energy above the lowest of the compared OMol25 structures with the same formula, charge and spin ... 0.000 eV
Gap between HOMO and LUMO ... 8.830 eV

Structure (ORCA input):
```
! RIJCOSX wB97M-V def2-TZVPD def2/J DEFGRID3
* xyz 0 1
S 4.340 -3.175 -2.711
S 2.371 -2.005 2.663
S -4.525 -1.294 -1.544
S 6.690 2.936 -5.783
O -6.086 1.297 3.475
O -3.826 -2.335 -0.852
O 6.696 3.699 -4.394
O 5.112 -4.264 -3.225
O -5.512 -1.948 -2.595
O -5.216 -0.303 -0.778
O 2.925 -3.338 -2.554
O 2.005 -2.986 3.637
O 7.494 1.755 -5.695
O 2.053 -0.629 2.915
O 3.924 -2.108 2.343
O 4.644 -1.874 -3.558
O 5.339 2.812 -6.241
N -9.535 2.596 3.793
N -0.221 -0.408 5.149
C -7.158 2.136 3.101
C 1.778 -2.488 1.085
C 5.017 -2.291 4.549
C -1.293 1.729 4.505
C 3.059 -1.951 -5.447
C 5.018 -2.614 -1.190
C 4.504 -1.955 -5.007
C -1.140 0.237 4.210
C -3.454 -0.498 -2.688
C -2.833 2.267 2.534
C -8.419 1.655 3.808
C -7.502 -2.566 -1.274
C -5.104 1.115 2.465
C -6.351 -3.044 -2.128
C -4.298 2.378 2.123
C 6.415 1.925 -2.711
C 5.842 3.175 -3.338
C 4.838 -1.480 3.287
C 7.548 4.154 -6.715
C -2.636 2.294 4.051
H 5.789 3.996 -2.628
H -8.159 1.426 4.843
H -6.698 -3.503 -3.051
H -2.119 -0.243 4.308
H 4.475 -0.473 3.492
H 5.040 -2.837 -5.356
H -8.151 -3.415 -1.054
H -8.755 0.721 3.354
H -7.295 2.113 2.011
H 5.807 1.640 -1.850
H -5.715 -3.755 -1.601
H -2.258 3.080 2.080
H -9.836 2.782 2.843
H 2.074 -1.743 0.351
H 4.522 -1.687 -0.911
H -4.436 0.348 2.861
H -1.172 1.865 5.582
H 6.422 1.097 -3.417
H 4.811 -3.388 -0.453
H 7.687 3.733 -7.709
H -2.741 0.068 -2.093
H -4.368 2.584 1.053
H 3.027 -1.892 -6.536
H -2.737 3.327 4.400
H 8.508 4.338 -6.241
H -6.962 3.180 3.384
H -4.046 0.169 -3.309
H -5.576 0.702 1.567
H 5.030 -1.068 -5.355
H 2.538 -2.853 -5.131
H -0.819 0.098 3.169
H 5.767 -1.406 2.725
H 2.536 -1.087 -5.038
H -3.441 1.729 4.534
H -0.289 -1.415 5.055
H 0.733 -0.182 4.888
H -2.424 1.337 2.126
H 2.185 -3.466 0.842
H 7.437 2.097 -2.377
H -9.253 3.487 4.187
H 4.847 3.011 -3.753
H 6.088 -2.472 -1.305
H 0.694 -2.541 1.160
H 5.795 -1.827 5.156
H 5.322 -3.310 4.313
H -4.752 3.229 2.640
H 4.099 -2.333 5.133
H -8.085 -1.811 -1.800
H -0.483 2.287 4.021
H -7.155 -2.142 -0.333
H 6.943 5.055 -6.758
H -2.949 -1.255 -3.281
*
```

Mulliken population analysis, charges in e, atoms 1 to 8: 1.22 1.25 1.21 1.30 -0.41 -0.70 -0.28 -0.67

***

No. 7
This record from OMol25 describes a 6-piece molecular cluster, C25H44F8O11S5 overall. The level of theory is ωB97M-V/def2-TZVPD.

Output
HOMO energy ... -10.1 eV
SMILES string ... FC(F)C(F)(F)COC(F)(F)C(F)F.O=S1(=O)CCCC1.O=S1(=O)CCCC1.O=S1(=O)CCCC1.O=S1(=O)CCCC1.O=S1(=O)CCCC1
F_max ... 0.07968 hartree/bohr
Energy above the lowest of the compared OMol25 structures with the same formula, charge and spin ... 0.000 eV
Gap between HOMO and LUMO ... 9.961 eV

Structure (ORCA input):
```
! RIJCOSX wB97M-V def2-TZVPD def2/J DEFGRID3
* xyz 0 1
S -6.669 2.557 18.240
S 4.790 5.046 5.512
S 6.717 4.748 15.614
S -10.408 7.749 8.829
S 3.424 -4.411 5.133
F -3.170 0.090 5.492
F -3.493 4.032 9.249
F -0.848 2.602 11.300
F -3.337 4.460 11.331
F -3.717 -0.165 7.529
F -1.182 1.924 6.177
F -0.713 4.474 10.323
F -3.234 2.575 6.898
O -5.339 2.768 18.809
O 3.648 -4.517 3.695
O 7.779 3.816 15.343
O -1.669 1.713 8.330
O -11.220 6.556 9.221
O 3.047 -5.608 5.914
O -7.857 3.398 18.618
O 4.052 3.798 5.910
O 6.087 4.907 16.921
O 4.147 6.166 4.865
O -11.006 8.975 8.368
C 5.613 5.509 7.115
C -0.851 2.805 8.873
C 4.509 -2.381 6.606
C 7.171 5.183 6.964
C -2.207 1.670 6.996
C -2.863 3.664 10.380
C 5.434 4.092 14.416
C 6.178 6.086 13.496
C -9.358 8.271 10.312
C -5.871 1.336 15.969
C -6.355 0.191 16.853
C 6.883 6.312 14.847
C -2.756 0.186 6.754
C 4.865 -3.531 5.744
C -7.921 7.879 9.951
C 7.336 4.125 5.854
C -7.756 8.088 8.431
C -6.872 0.769 18.228
C 6.408 4.683 4.720
C 2.264 -2.905 5.517
C 3.200 -1.728 5.940
C 4.927 5.353 13.710
C -8.954 7.324 7.760
C -6.552 2.656 16.408
C -1.330 3.305 10.243
H 6.110 7.080 13.053
H -9.748 8.090 11.313
H -9.186 7.386 6.697
H 6.963 3.211 6.317
H 1.733 -2.866 4.566
H 4.788 3.363 14.906
H 1.643 -3.392 6.269
H 6.366 7.086 15.414
H 6.108 3.934 3.987
H 5.517 6.584 7.265
H -3.161 2.693 10.775
H -7.793 9.123 8.090
H 7.898 6.701 14.925
H -0.719 3.709 8.279
H 4.231 5.949 14.300
H 6.766 5.574 12.734
H 2.723 -1.004 6.602
H -7.194 8.584 10.354
H -6.053 1.009 14.945
H -7.948 0.638 18.343
H 5.686 -4.218 5.951
H 7.627 6.158 6.791
H 4.241 -2.678 7.619
H 7.615 4.902 7.919
H 0.173 2.459 9.014
H -2.026 -0.615 6.865
H -6.766 7.816 8.065
H 5.436 -3.184 4.882
H -7.560 2.511 16.018
H 6.024 3.471 13.742
H -5.948 3.515 16.118
H 3.588 -1.244 5.044
H 4.327 5.032 12.858
H -6.453 0.425 19.174
H -7.195 -0.235 16.304
H -8.823 6.291 8.082
H -9.468 9.353 10.246
H -4.804 1.540 16.050
H 8.401 4.096 5.623
H 6.742 5.653 4.352
H 4.941 5.155 7.897
H -5.635 -0.627 16.886
H 5.363 -1.704 6.621
H -7.643 6.877 10.277
*
```

Mulliken population analysis, charges in e, atoms 1 to 8: 1.04 1.02 1.05 1.03 1.04 -0.26 -0.24 -0.29

***

No. 8
This record from OMol25 describes a 2-piece molecular cluster, C2H3N3O overall. The level of theory is ωB97M-V/def2-TZVPD.

Output
HOMO energy ... -9.2 eV
SMILES string ... C1=NN1.N=C=O
F_max ... 0.03938 hartree/bohr
Energy above the lowest of the compared OMol25 structures with the same formula, charge and spin ... 3.590 eV
Gap between HOMO and LUMO ... 10.052 eV

Structure (ORCA input):
```
! RIJCOSX wB97M-V def2-TZVPD def2/J DEFGRID3
* xyz 0 1
O -1.252 0.954 -1.002
N 0.459 0.828 -2.594
N 0.049 -1.673 1.433
N 0.622 -0.510 0.589
C -0.461 -0.404 1.184
C -0.449 0.917 -1.833
H 0.542 -1.751 2.329
H 0.621 1.060 -3.546
H -1.304 0.200 1.416
*
```

natural (NBO) population analysis, charges in e, atoms 1 to 8: -0.54 -0.76 -0.53 -0.23 0.21 0.88 0.32 0.43